# 1
164
Properties=species:S:1:pos:R:3 method="wB97M-V/def2-TZVPD" lumo_ev=2.1 charge=-1 largest_force_ev_per_a=1.467 homo_energy_ev=-4.70
Cd 1.746 0.873 -0.123
C 0.361 -2.180 3.448
C 0.253 -0.846 2.742
O 0.157 -0.759 1.527
N 0.236 0.231 3.564
C -0.096 1.561 3.092
C 1.019 2.575 3.146
C 1.084 3.531 4.150
C 2.100 4.471 4.114
C 2.987 4.458 3.051
C 2.845 3.466 2.092
N 1.908 2.526 2.157
H -0.159 -2.929 2.858
H -0.058 -2.146 4.454
H 1.413 -2.469 3.503
H 0.405 0.099 4.546
H -0.947 1.947 3.656
H -0.387 1.441 2.049
H 0.336 3.555 4.932
H 2.189 5.209 4.901
H 3.767 5.200 2.954
H 3.489 3.421 1.224
C -5.813 2.054 3.295
C -5.366 3.036 2.214
C -4.931 2.268 0.949
C -4.244 0.933 1.311
C -3.555 1.086 2.682
C -4.612 1.224 3.786
P -2.938 0.237 0.137
C -3.430 -1.577 0.171
C -2.979 -2.200 1.497
C -3.078 -3.730 1.467
C -4.389 -4.214 0.811
C -5.418 -3.089 0.736
C -4.897 -1.951 -0.149
C -3.407 0.612 -1.648
C -2.672 1.868 -2.135
C -2.661 1.956 -3.671
C -3.918 1.322 -4.283
C -5.093 1.534 -3.334
C -4.892 0.681 -2.068
H -6.579 1.395 2.875
H -6.274 2.579 4.135
H -4.537 3.642 2.589
H -6.181 3.717 1.961
H -4.268 2.900 0.359
H -5.823 2.073 0.352
H -5.016 0.165 1.433
H -2.921 1.973 2.662
H -2.903 0.233 2.883
H -4.161 1.711 4.656
H -4.953 0.233 4.104
H -2.783 -2.001 -0.608
H -3.597 -1.818 2.316
H -1.945 -1.905 1.699
H -3.011 -4.108 2.490
H -2.221 -4.137 0.922
H -4.801 -5.063 1.361
H -4.193 -4.562 -0.208
H -5.638 -2.718 1.742
H -6.355 -3.468 0.321
H -5.561 -1.092 -0.047
H -4.961 -2.273 -1.192
H -2.937 -0.239 -2.158
H -1.646 1.867 -1.763
H -3.169 2.751 -1.727
H -1.768 1.470 -4.067
H -2.607 3.009 -3.962
H -3.770 0.247 -4.431
H -4.118 1.751 -5.268
H -6.043 1.269 -3.804
H -5.144 2.596 -3.070
H -5.261 -0.324 -2.276
H -5.507 1.088 -1.270
N -1.610 -1.267 -6.646
C -1.140 -0.966 -5.638
C -0.564 -0.573 -4.386
C -1.048 -1.093 -3.185
C -0.494 -0.684 -1.983
C 0.537 0.260 -1.908
C 0.986 0.777 -3.134
C 0.465 0.371 -4.352
H -1.855 -1.818 -3.212
H -0.880 -1.117 -1.064
H 1.769 1.530 -3.138
H 0.839 0.783 -5.282
C 3.655 -2.734 0.210
C 4.294 -1.719 -0.743
C 3.402 -1.736 -1.997
C 5.678 -2.243 -1.150
Si 4.278 0.083 0.060
C 5.000 -0.113 1.898
C 6.151 -1.115 2.058
C 5.493 1.214 2.484
C 3.831 -0.567 2.790
C 5.519 1.217 -0.966
C 5.190 1.110 -2.462
C 5.277 2.688 -0.590
C 7.012 0.919 -0.779
H 3.590 -3.709 -0.286
H 2.640 -2.421 0.482
H 4.227 -2.883 1.125
H 3.475 -2.714 -2.491
H 3.669 -0.975 -2.730
H 2.356 -1.573 -1.734
H 5.585 -3.259 -1.558
H 6.369 -2.284 -0.308
H 6.128 -1.621 -1.923
H 7.034 -0.809 1.494
H 5.881 -2.121 1.742
H 6.436 -1.176 3.117
H 6.339 1.623 1.930
H 5.832 1.061 3.518
H 4.701 1.959 2.504
H 3.419 -1.523 2.463
H 3.022 0.167 2.763
H 4.168 -0.676 3.831
H 4.124 1.275 -2.641
H 5.459 0.136 -2.873
H 5.747 1.869 -3.026
H 4.245 2.976 -0.797
H 5.938 3.335 -1.184
H 5.494 2.883 0.461
H 7.281 -0.081 -1.121
H 7.319 1.006 0.264
H 7.605 1.641 -1.356
O 1.911 3.303 -0.854
C 0.809 3.720 -0.458
N -0.033 2.904 0.159
S -1.484 3.288 0.690
O -1.899 4.653 -0.290
O -1.369 3.860 2.038
C -0.901 5.556 -0.503
C -1.237 6.901 -0.630
C -0.251 7.836 -0.888
C 1.082 7.447 -0.994
C 1.413 6.109 -0.870
C 0.431 5.154 -0.623
H -2.278 7.182 -0.528
H -0.517 8.880 -1.001
H 1.853 8.183 -1.184
H 2.435 5.767 -0.965
C -2.676 -5.835 -1.728
C -1.815 -5.697 -0.475
Sb -0.548 -3.912 -0.470
C 0.785 -4.830 1.004
C 1.580 -6.043 0.531
C 0.539 -4.603 -2.225
C 0.062 -3.943 -3.519
H -3.325 -6.713 -1.666
H -2.058 -5.950 -2.621
H -3.317 -4.962 -1.875
H -1.154 -6.560 -0.377
H -2.449 -5.660 0.415
H 0.148 -5.096 1.852
H 1.463 -4.045 1.339
H 0.926 -6.857 0.216
H 2.213 -6.426 1.337
H 2.231 -5.786 -0.304
H 0.435 -5.690 -2.266
H 1.591 -4.372 -2.067
H -1.008 -4.085 -3.684
H 0.585 -4.359 -4.385
H 0.257 -2.870 -3.497

---

# 2
11
Properties=species:S:1:pos:R:3 method="wB97M-V/def2-TZVPD" lumo_ev="0.2 / -0.1" largest_force_ev_per_a=1.660 homo_energy_ev="-7.65 / -8.42"
C 1.254 0.934 -0.548
C 0.330 0.138 0.000
C 0.217 -0.479 1.295
O -1.008 -0.885 1.464
N -1.834 -0.757 0.432
C -0.959 -0.315 -0.645
H 1.026 1.432 -1.485
H 2.231 1.115 -0.113
H -1.435 0.428 -1.291
H 0.857 -0.537 2.164
H -0.721 -1.199 -1.268

---

# 3
14
Properties=species:S:1:pos:R:3 method="wB97M-V/def2-TZVPD" lumo_ev=0.9 largest_force_ev_per_a=2.554 homo_energy_ev=-9.86
N 2.515 -0.037 -0.667
C 1.541 0.056 0.146
O 0.876 -1.083 0.600
C 0.000 -0.649 -0.499
C -1.416 -0.486 0.093
C -0.930 0.859 0.718
C 0.336 0.854 -0.165
H 2.857 -1.000 -0.621
H 0.669 -0.881 -1.402
H -1.737 -1.257 0.804
H -2.188 -0.336 -0.664
H -0.727 0.809 1.788
H -1.580 1.713 0.513
H 0.461 1.612 -0.936